No. 1
Entry from the OMol25 dataset: the ion C17H20NO4 with charge -1 in a non-equilibrium geometry (ωB97M-V/def2-TZVPD).

Geometry as XYZ:
```
42
Properties=species:S:1:pos:R:3:forces:R:3
C 4.56105 -0.52637 1.93124 0.4 -0.4 0.1
C 3.55651 0.59166 1.96828 -0.3 0.1 0.3
O 2.22362 0.04552 1.83070 0.3 1.3 0.0
C 1.29270 1.05788 1.87392 -1.2 0.9 0.9
O 1.50932 2.17991 2.32670 -0.1 -2.1 -0.7
C -0.05271 0.49897 1.35194 1.1 2.5 -1.0
C 0.39384 0.81488 -0.39251 2.8 -0.8 2.1
O 1.43443 1.50143 -0.46082 -1.5 -1.0 -0.8
N -0.38958 0.11814 -1.10865 -0.7 -1.0 -1.8
C -0.27157 -0.17076 -2.46370 0.5 0.6 0.0
C -1.22437 -1.04702 -3.06242 0.5 0.5 0.1
C -1.13644 -1.34764 -4.42632 0.7 0.4 0.2
C -0.06796 -0.78686 -5.17904 -0.1 0.0 -0.3
C 0.88997 0.07906 -4.59522 -0.6 -0.4 0.5
C 0.78671 0.38156 -3.22910 -0.4 -0.4 -0.6
C -0.35088 -0.84002 2.02710 -0.2 -0.6 -0.5
C -1.77490 -1.39452 1.77362 -0.3 -0.1 -0.3
C -2.51320 -0.71952 0.59571 0.0 0.2 0.2
C -3.36828 0.41385 1.13856 -0.3 -0.3 -0.2
C -2.49422 1.37637 1.93847 0.2 0.6 0.1
C -1.15203 1.58239 1.23139 0.6 -0.1 0.8
O -0.94730 2.54539 0.51797 -0.9 0.0 0.7
H 5.57003 -0.08962 1.93317 -0.2 -0.1 0.0
H 4.49451 -1.18506 2.80228 -0.1 0.1 0.0
H 4.46392 -1.15711 1.04583 -0.1 0.2 -0.1
H 3.58620 1.10348 2.95688 0.2 0.0 -0.9
H 3.73651 1.28739 1.12044 -0.3 -0.2 0.7
H -2.00215 -1.44744 -2.39592 0.3 0.1 -0.5
H -1.88756 -2.01740 -4.89427 0.7 0.5 0.3
H 0.00160 -1.02416 -6.25159 0.0 0.1 0.5
H 1.72190 0.53415 -5.16136 -0.6 -0.5 0.1
H 1.49740 1.04155 -2.72616 -0.3 -0.2 -0.2
H 0.34053 -1.59076 1.61363 0.1 0.4 0.4
H -0.18913 -0.76216 3.13600 0.1 -0.1 -0.9
H -2.32196 -1.23056 2.71333 -0.3 -0.3 -0.3
H -1.76602 -2.47499 1.55271 0.3 0.3 0.4
H -3.09361 -1.43609 -0.03189 0.3 0.4 0.6
H -1.75055 -0.24500 -0.06891 -0.7 -0.9 0.2
H -4.15946 0.01116 1.77321 -0.2 0.1 0.1
H -3.85805 0.95151 0.32147 0.1 0.1 0.0
H -2.30841 1.02077 2.96124 0.0 -0.1 -0.2
H -2.98038 2.35605 2.01212 0.1 -0.1 0.0
```
Positions in Å, forces in eV/Å.

* charge: -1
* structure (SMILES): CCOC(=O)[C@@]1(/C([O-])=N/c2ccccc2)CCCCCC1=O
* lowest unoccupied orbital energy: 3.2678 eV
* calculated total energy: -27633.7455 eV

Computed Löwdin charges, given in elementary charges: number 1, C, carries -0.091; number 2, C, carries -0.235; number 3, O, carries -0.034; number 4, C, carries -0.440; number 5, O, carries 0.084; number 6, C, carries -0.142; number 7, C, carries -0.416; number 8, O, carries 0.014; number 9, N, carries 0.073; number 10, C, carries -0.239; number 11, C, carries -0.043; number 12, C, carries -0.123; number 13, C, carries -0.144; number 14, C, carries -0.111; number 15, C, carries -0.026; number 16, C, carries -0.131; number 17, C, carries -0.186; number 18, C, carries -0.217; number 19, C, carries -0.211; number 20, C, carries -0.112; number 21, C, carries -0.338; number 22, O, carries 0.096; number 23, H, carries 0.073; number 24, H, carries 0.070; number 25, H, carries 0.076; number 26, H, carries 0.126; number 27, H, carries 0.134; number 28, H, carries 0.094; number 29, H, carries 0.092; number 30, H, carries 0.078; number 31, H, carries 0.093; number 32, H, carries 0.095; number 33, H, carries 0.114; number 34, H, carries 0.126; number 35, H, carries 0.092; number 36, H, carries 0.100; number 37, H, carries 0.110; number 38, H, carries 0.061; number 39, H, carries 0.097; number 40, H, carries 0.110; number 41, H, carries 0.114; number 42, H, carries 0.113

***

No. 2
Entry from the OMol25 dataset: a structure of composition C17H21AgI2N5O (ωB97M-V/def2-TZVPD).

Geometry as XYZ:
```
47
Properties=species:S:1:pos:R:3:forces:R:3
Ag 12.37697 5.47106 5.53464 0.2 0.1 -0.1
I 12.23758 5.08780 10.83081 -0.2 0.1 0.2
C 13.87118 5.10593 9.55949 0.2 -0.1 -0.1
C 15.16181 5.23980 10.09287 0.1 -0.2 -0.3
C 16.25073 5.17481 9.25862 0.0 0.0 -0.1
I 18.17176 5.47871 10.03356 -0.1 0.0 0.1
C 16.08172 4.95198 7.86258 0.0 0.2 0.4
C 17.15977 4.84466 6.95479 -0.3 -0.1 -0.3
C 16.88573 4.69328 5.62957 0.2 0.1 -0.7
C 15.56090 4.68130 5.16507 -0.3 -0.3 0.5
N 14.52854 4.76498 5.97746 0.4 0.0 0.7
C 14.76851 4.87690 7.33713 -0.4 0.1 -0.7
C 13.59310 4.95248 8.19478 0.0 0.0 0.3
O 12.39700 4.88006 7.74463 0.0 0.0 -0.1
H 15.30201 5.36846 11.16239 -0.1 0.0 -0.2
H 18.18764 4.87701 7.28914 -0.1 0.0 0.1
H 17.66391 4.62752 4.87534 0.1 -0.1 0.3
H 15.34205 4.55469 4.11363 0.0 0.1 -0.1
C 14.60694 8.24775 5.89406 -0.2 0.0 -0.5
C 13.15989 8.61878 5.80884 0.2 0.4 0.0
N 12.15037 7.85266 5.45986 0.2 -0.5 -0.2
C 11.01961 8.61709 5.54991 -0.2 0.4 0.2
C 11.33009 9.87649 5.97362 0.1 -0.5 -0.3
N 12.69632 9.86066 6.11558 0.0 -0.1 0.1
H 14.76197 7.22124 5.55863 -0.1 0.1 0.2
H 14.95983 8.35998 6.90735 0.1 -0.1 0.4
H 15.23597 8.88266 5.26390 -0.2 0.1 0.0
H 10.05061 8.22764 5.28482 -0.1 0.1 0.0
H 10.72277 10.74181 6.15170 0.0 0.1 0.0
H 13.26774 10.64125 6.39252 0.0 0.0 0.0
N 7.10553 4.98533 6.27455 0.3 0.8 -0.3
C 7.54606 5.52682 4.92932 0.1 -0.4 0.4
C 8.95462 4.98679 4.65589 -0.2 0.2 -0.7
N 9.88261 5.30232 5.71553 0.2 0.3 0.2
C 9.45747 4.79202 7.01465 -0.4 0.2 0.0
C 8.07988 5.34308 7.38208 -0.3 -0.1 -0.2
H 7.03609 3.98351 6.21518 -0.2 -0.7 0.0
H 6.18723 5.36989 6.48137 -0.2 -0.2 0.1
H 7.51751 6.60392 5.04895 0.1 0.2 -0.2
H 6.79005 5.21902 4.21076 0.1 0.0 -0.2
H 9.32101 5.38801 3.69325 -0.2 -0.2 0.4
H 8.90223 3.89500 4.54442 0.1 0.1 0.0
H 10.04122 6.31192 5.79403 -0.1 -0.4 -0.1
H 10.19292 5.06753 7.76249 0.2 0.0 0.2
H 9.41679 3.69876 6.98566 0.1 0.0 0.0
H 8.04205 6.43234 7.42046 0.2 0.0 0.2
H 7.63696 4.93388 8.28654 0.3 0.0 0.2
```
Positions in Å, forces in eV/Å.

* charge: +1
* ΔE to the lowest compared entry with this formula, charge and spin: 30.9 kJ/mol
* lowest unoccupied orbital energy: -3.1758 eV
* calculated total energy: -47662.4480 eV

Computed Löwdin charges, given in elementary charges: number 1, Ag, carries 0.728; number 2, I, carries 0.893; number 3, C, carries -0.667; number 4, C, carries -0.228; number 5, C, carries -0.679; number 6, I, carries 0.914; number 7, C, carries -0.221; number 8, C, carries -0.049; number 9, C, carries -0.053; number 10, C, carries -0.153; number 11, N, carries 0.015; number 12, C, carries -0.148; number 13, C, carries -0.490; number 14, O, carries -0.253; number 15, H, carries 0.083; number 16, H, carries 0.055; number 17, H, carries 0.110; number 18, H, carries 0.108; number 19, C, carries 0.012; number 20, C, carries -0.362; number 21, N, carries 0.023; number 22, C, carries -0.165; number 23, C, carries -0.071; number 24, N, carries 0.108; number 25, H, carries 0.050; number 26, H, carries 0.088; number 27, H, carries 0.091; number 28, H, carries 0.081; number 29, H, carries 0.113; number 30, H, carries 0.166; number 31, N, carries 0.053; number 32, C, carries -0.085; number 33, C, carries -0.187; number 34, N, carries -0.101; number 35, C, carries -0.173; number 36, C, carries -0.072; number 37, H, carries 0.170; number 38, H, carries 0.179; number 39, H, carries 0.129; number 40, H, carries 0.136; number 41, H, carries 0.140; number 42, H, carries 0.134; number 43, H, carries 0.065; number 44, H, carries 0.094; number 45, H, carries 0.140; number 46, H, carries 0.138; number 47, H, carries 0.138

***

no.,Kohn-Sham gap (Ha)
1,0.27403
2,0.20903